(1)
ORCA calculation (ωB97M-V with the def2-TZVPD basis set) on 2 unconnected molecules or ions with the total composition CHBrClNO in a non-equilibrium geometry.

Atoms and positions in Å:
O1 -0.2826 -2.2067 -0.5304
N1 -0.5909 -1.0551 -0.4831
C1 -1.3113 -0.1006 -0.4196
Br1 -1.4992 1.7105 -0.4732
Cl1 1.9025 1.1346 0.3433
H1 1.7815 0.5173 1.5630

Computed properties:
SMILES = [O-][N+]#CBr.Cl
ΔE to the lowest compared entry with this formula, charge and spin = 3.238 eV
Max |F| = 3.33 eV/Å
E_tot = -3202.77670 Eh
Lowest unoccupied orbital energy = -0.287 eV
Orbital gap = 9.4 eV

***

(2)
ORCA calculation (ωB97M-V with the def2-TZVPD basis set) on a single C5H8N4O2 molecule in a non-equilibrium geometry.

Atoms and positions in Å:
C1 1.1071 -1.7816 -0.5032
C2 0.1020 -1.3348 0.6099
N1 0.3339 -1.8776 1.8794
O1 -1.2566 -1.1596 0.2357
C3 -0.5957 0.0567 0.5191
O2 -0.9623 0.7889 1.6424
C4 -0.4495 1.1131 -0.5548
N2 0.0228 0.9269 -1.7853
C5 0.0346 2.1974 -2.2657
N3 -0.3055 3.1417 -1.4333
N4 -0.5305 2.4698 -0.2576
H1 0.7438 -1.4462 -1.3982
H2 2.0926 -1.2112 -0.3382
H3 1.1905 -2.9174 -0.3965
H4 -0.2954 -1.3437 2.6030
H5 0.1470 -2.9273 1.9035
H6 -1.3126 0.2547 2.2964
H7 0.3191 2.2640 -3.3758
H8 -0.3850 2.7865 0.6192

Computed properties:
SMILES = C[C@]1(N)O[C@]1(O)c1ncn[nH]1
ΔE to the lowest compared entry with this formula, charge and spin = 3.340 eV
Max |F| = 6.55 eV/Å
E_tot = -564.75915 Eh
Lowest unoccupied orbital energy = 0.477 eV
Orbital gap = 10.0 eV

***

(3)
ORCA calculation (ωB97M-V with the def2-TZVPD basis set) on 2 unconnected molecules or ions with the total composition C4H12NO in a non-equilibrium geometry.

Atoms and positions in Å:
C1 -0.7808 -1.1076 -1.0035
C2 -1.3245 0.1897 -0.4910
C3 -0.3148 1.3165 -0.4978
C4 -0.2687 2.3136 0.3794
N1 0.2222 -1.5598 0.0798
H1 -0.3567 -1.1386 -2.0237
H2 -1.5858 -1.8260 -0.8127
H3 -1.9535 0.0929 0.3802
H4 -2.0081 0.4211 -1.3324
H5 0.1572 1.3518 -1.4869
H6 -0.0626 3.3610 0.0582
H7 -0.0511 2.1495 1.4443
H8 -0.2734 -1.9734 0.8471
H9 2.0835 0.1643 2.1559
H10 0.9264 -2.3145 -0.1827
H11 0.9812 -0.7698 0.2407
H12 2.7528 -0.3984 0.9263
O1 1.8566 -0.2723 1.3187

Computed properties:
Total charge = +1
ΔE to the lowest compared entry with this formula, charge and spin = 3.013 eV
Max |F| = 4.51 eV/Å
E_tot = -289.26412 Eh
Lowest unoccupied orbital energy = -3.452 eV
Orbital gap = 9.1 eV

***

(4)
ORCA calculation (ωB97M-V with the def2-TZVPD basis set) on a molecular structure, C18H43BrCl2P2V in a non-equilibrium geometry.

Atoms and positions in Å:
V1 0.6892 -0.5203 0.2811
Cl1 1.1532 1.5834 -0.7028
P1 1.8494 0.1321 2.1841
C1 1.5463 1.8563 2.8665
C2 1.7454 -1.1726 3.5401
C3 3.5914 0.1927 1.4700
C4 0.0860 2.3356 2.6741
H1 2.2051 2.4743 2.2215
C5 2.0151 1.9801 4.3218
H2 1.3215 1.4930 5.0180
H3 2.0220 3.0473 4.5996
H4 3.0367 1.5959 4.4831
H5 -0.1278 2.5110 1.6047
H6 -0.0821 3.2917 3.2017
H7 -0.6291 1.5984 3.0738
H8 3.5024 0.9599 0.6792
C6 4.0295 -1.1208 0.8126
C7 4.6280 0.6736 2.4978
H9 4.5109 1.7318 2.7549
H10 5.6363 0.5680 2.0761
H11 4.6151 0.0710 3.4160
H12 3.1871 -1.6430 0.3005
H13 4.5202 -1.8141 1.5294
H14 4.7695 -0.8963 0.0157
C8 0.3935 -0.9800 4.2355
H15 2.5742 -0.9838 4.2408
C9 1.8632 -2.6038 2.9913
H16 0.2756 0.0007 4.7057
H17 0.2603 -1.7330 5.0224
H18 -0.3888 -1.1323 3.4812
H19 1.0372 -2.7706 2.2688
H20 1.7342 -3.3135 3.8226
H21 2.8357 -2.8257 2.5155
Cl2 -1.0201 -1.8863 1.1111
H22 0.0507 0.3239 1.3045
P2 -1.7884 0.2593 -2.5927
C10 -0.8912 0.9174 -4.0597
C11 -2.8196 -1.1978 -3.0186
C12 -2.7220 1.6285 -1.7716
C13 0.5806 0.4011 -4.0330
H23 -0.8523 2.0118 -3.8739
C14 -1.5969 0.5874 -5.3605
H24 -1.5397 -0.4853 -5.5872
H25 -1.1093 1.1579 -6.1582
H26 -2.6415 0.8912 -5.2915
H27 1.1529 0.7908 -3.1748
H28 1.1335 0.6859 -4.9501
H29 0.6517 -0.6959 -3.9524
H30 -1.9444 2.4188 -1.6598
C15 -3.1689 1.2832 -0.3104
C16 -3.8333 2.1241 -2.7116
H31 -3.3727 2.5948 -3.5952
H32 -4.4342 2.8760 -2.1621
H33 -4.4859 1.2992 -3.0506
H34 -2.5045 0.5626 0.2197
H35 -4.2008 0.8838 -0.2806
H36 -3.1683 2.2126 0.2868
C17 -1.8526 -2.3584 -3.3121
H37 -3.4159 -0.8985 -3.9036
C18 -3.6897 -1.6403 -1.8333
H38 -1.1218 -2.1477 -4.0930
H39 -2.3932 -3.2629 -3.6264
H40 -1.2753 -2.6184 -2.4119
H41 -3.0823 -1.8008 -0.9261
H42 -4.1906 -2.5907 -2.0656
H43 -4.4771 -0.9243 -1.5933
Br1 1.4593 -2.0520 -1.5479

Computed properties:
Total charge = -1
ΔE to the lowest compared entry with this formula, charge and spin = 0.000 eV
Max |F| = 3.80 eV/Å
E_tot = -5832.88273 Eh
Lowest unoccupied orbital energy (alpha / beta) = 2.790 / 2.785 eV
Spin multiplicity = 3
Orbital gap (alpha / beta) = 6.6 / 6.7 eV

***

(5)
ORCA calculation (ωB97M-V with the def2-TZVPD basis set) on a single C18H30N2O3S2 molecule in a non-equilibrium geometry.

Atoms and positions in Å:
C1 3.5999 -3.0197 -1.9479
C2 3.3033 -3.5111 -0.5291
C3 4.5844 -3.5666 0.3051
C4 2.2651 -2.6337 0.1248
C5 1.0225 -3.1420 0.4774
C6 0.0522 -2.3467 1.0594
C7 0.2969 -0.9971 1.2866
N1 -0.6994 -0.1758 1.8357
C8 -0.3464 1.0406 2.5335
C9 0.0172 2.2215 1.6136
O1 1.0687 2.8204 1.7307
N2 -0.9194 2.5128 0.7011
C10 -0.7382 3.6184 -0.2150
C11 0.1882 3.2858 -1.3888
S1 -0.6724 2.6490 -2.8686
C12 -0.3713 0.8139 -2.8961
C13 -0.9837 0.1755 -1.6622
C14 -1.0802 0.3390 -4.1605
C15 1.1215 0.5286 -2.9839
S2 -2.3254 -0.4859 1.6764
C16 -2.7571 -1.3233 3.2227
O2 -2.5775 -1.3656 0.5821
O3 -2.9917 0.7891 1.6698
C17 1.5490 -0.4810 0.9563
C18 2.5108 -1.2919 0.3860
H1 4.0143 -2.0149 -1.9297
H2 4.3161 -3.6787 -2.4335
H3 2.6877 -3.0041 -2.5404
H4 2.8967 -4.5263 -0.5977
H5 4.3639 -3.9025 1.3159
H6 5.0524 -2.5874 0.3633
H7 5.2940 -4.2588 -0.1427
H8 0.8030 -4.1848 0.2981
H9 -0.9068 -2.7706 1.3030
H10 0.5014 0.8541 3.2000
H11 -1.2146 1.3373 3.1251
H12 -1.8002 2.0137 0.7263
H13 -1.7141 3.9319 -0.5854
H14 -0.2822 4.4403 0.3484
H15 0.6787 4.1972 -1.7291
H16 0.9506 2.5742 -1.0845
H17 -2.0397 0.4209 -1.5787
H18 -0.4760 0.5117 -0.7633
H19 -0.8928 -0.9081 -1.7087
H20 -2.1396 0.5782 -4.1122
H21 -0.9696 -0.7383 -4.2648
H22 -0.6590 0.8239 -5.0383
H23 1.5629 1.0603 -3.8243
H24 1.2796 -0.5395 -3.1229
H25 1.6397 0.8210 -2.0730
H26 -3.8048 -1.5897 3.1678
H27 -2.1415 -2.2078 3.3173
H28 -2.5829 -0.6369 4.0403
H29 1.7803 0.5557 1.1385
H30 3.4669 -0.8579 0.1348

Computed properties:
SMILES = CC(C)c1ccc(N(CC(=O)NCCSC(C)(C)C)S(C)(=O)=O)cc1
ΔE to the lowest compared entry with this formula, charge and spin = 0.000 eV
Max |F| = 1.05 eV/Å
E_tot = -1835.51430 Eh
Lowest unoccupied orbital energy = 0.395 eV
Orbital gap = 8.7 eV

***

(6)
ORCA calculation (ωB97M-V with the def2-TZVPD basis set) on 2 unconnected molecules or ions with the total composition C4H11PS2 in a non-equilibrium geometry.

Atoms and positions in Å:
C1 -2.1980 -1.5468 0.4097
C2 0.1277 -0.5825 -1.4279
C3 2.1492 2.2105 0.3401
C4 -1.4508 -0.3406 1.0333
P1 0.3966 -0.1879 0.3538
S1 3.1189 -1.3668 -0.3590
S2 0.3780 1.8785 0.4310
H1 -1.4879 -1.9125 -0.2106
H2 -2.4319 -2.2875 1.1713
H3 -3.0607 -1.3926 -0.0946
H4 0.7264 0.0855 -2.1379
H5 0.6527 -1.5424 -1.5925
H6 -0.9353 -0.7081 -1.7290
H7 2.7008 1.8912 1.1907
H8 1.9108 3.3113 0.4827
H9 2.7565 2.1581 -0.6416
H10 -1.4434 -0.2219 2.0800
H11 -1.9095 0.5545 0.7002

Computed properties:
ΔE to the lowest compared entry with this formula, charge and spin = 4.144 eV
Max |F| = 4.54 eV/Å
E_tot = -1296.58780 Eh
Lowest unoccupied orbital energy (alpha / beta) = -2.135 / -2.032 eV
Orbital gap (alpha / beta) = 6.6 / 6.6 eV

***

The records above yield M values of 158.4; 156.1; 90.1; 523.2; 386.6; 154.2 g mol⁻¹, respectively.